1.
{
  "formula": "C21H38BBrNO8",
  "method": "wB97M-V/def2-TZVPD",
  "species": ["Br", "B", "C", "C", "C", "C", "N", "C", "H", "H", "H", "H", "H", "H", "O", "C", "O", "C", "C", "C", "H", "H", "H", "H", "H", "H", "H", "H", "O", "C", "O", "C", "C", "C", "H", "H", "H", "H", "H", "H", "H", "H", "O", "C", "O", "C", "C", "C", "H", "H", "H", "H", "H", "H", "H", "H", "O", "C", "O", "C", "C", "C", "H", "H", "H", "H", "H", "H", "H", "H"],
  "xyz": [[-1.504, -3.757, -2.454], [-0.548, -2.090, -3.201], [0.212, -1.255, -2.025], [1.556, -1.413, -1.840], [2.155, -0.654, -0.854], [1.357, 0.190, -0.144], [0.049, 0.353, -0.276], [-0.506, -0.379, -1.245], [0.300, -2.496, -3.968], [-1.370, -1.398, -3.758], [2.126, -2.100, -2.448], [3.222, -0.720, -0.686], [1.844, 0.797, 0.618], [-1.570, -0.266, -1.414], [1.628, 3.640, 1.450], [1.454, 3.489, 2.625], [2.278, 2.657, 3.305], [2.258, 2.528, 4.722], [1.201, 1.543, 5.180], [0.288, 4.135, 3.330], [2.151, 3.504, 5.201], [3.245, 2.154, 4.994], [0.199, 1.875, 4.908], [1.239, 1.415, 6.264], [1.358, 0.575, 4.705], [-0.600, 3.526, 3.169], [0.132, 5.116, 2.893], [0.438, 4.282, 4.399], [5.613, -0.560, -1.541], [5.683, -0.432, -2.731], [4.696, 0.218, -3.367], [4.730, 0.567, -4.749], [4.264, -0.578, -5.625], [6.801, -1.059, -3.532], [5.719, 0.936, -5.032], [4.044, 1.406, -4.852], [4.917, -1.447, -5.533], [4.242, -0.273, -6.673], [3.264, -0.894, -5.328], [6.560, -2.106, -3.712], [7.714, -0.999, -2.944], [6.998, -0.567, -4.482], [-1.471, 6.084, 2.293], [-2.303, 5.856, 1.457], [-3.591, 5.743, 1.833], [-4.670, 5.628, 0.902], [-4.874, 4.195, 0.454], [-1.918, 5.603, 0.021], [-4.530, 6.310, 0.062], [-5.552, 5.972, 1.439], [-4.002, 3.808, -0.072], [-5.736, 4.121, -0.210], [-5.040, 3.551, 1.318], [-1.598, 4.565, -0.080], [-1.084, 6.255, -0.227], [-2.710, 5.808, -0.695], [-5.870, -8.194, 1.840], [-4.922, -7.456, 1.756], [-4.806, -6.656, 0.691], [-3.807, -5.624, 0.583], [-2.489, -6.161, 0.077], [-3.821, -7.475, 2.792], [-3.704, -5.092, 1.530], [-4.203, -4.909, -0.134], [-2.063, -6.900, 0.760], [-1.773, -5.350, -0.047], [-2.626, -6.656, -0.884], [-3.138, -8.291, 2.563], [-4.274, -7.650, 3.765], [-3.261, -6.546, 2.861]],
  "forces_ev_per_a": [[-0.3, -0.4, 0.3], [0.8, 0.9, -0.2], [-1.6, -1.6, -1.9], [0.6, 0.3, 0.5], [0.6, -0.7, -0.7], [0.6, 1.1, 1.6], [-0.5, 0.0, -0.3], [0.3, 0.5, 0.7], [-0.1, -0.2, -0.1], [-0.2, -0.1, 0.0], [0.0, -0.1, -0.1], [0.0, 0.2, 0.2], [-0.2, 0.1, 0.0], [-0.1, 0.0, 0.1], [0.3, 0.0, -0.1], [-0.5, -0.1, 0.0], [0.4, 0.0, -0.1], [-0.2, -0.1, 0.2], [-0.1, 0.0, 0.0], [0.6, 0.3, 0.4], [-0.1, 0.0, 0.0], [0.0, 0.0, -0.1], [0.0, 0.1, 0.0], [0.0, 0.0, 0.0], [0.1, 0.0, 0.0], [0.0, 0.0, 0.0], [0.0, -0.3, -0.1], [-0.1, -0.2, 0.0], [0.1, 0.0, 0.1], [-0.1, -0.2, -0.1], [-0.1, 0.3, 0.2], [0.0, -0.1, -0.3], [0.0, -0.1, 0.1], [0.3, 0.4, -0.1], [0.0, -0.1, 0.0], [0.0, 0.0, 0.2], [0.1, 0.0, 0.0], [0.0, 0.0, 0.0], [0.0, 0.1, 0.0], [0.0, 0.0, 0.0], [-0.1, -0.1, 0.1], [-0.1, -0.1, -0.1], [-0.5, 0.5, 0.0], [0.2, -0.3, -0.4], [-0.1, 0.2, 0.3], [-0.1, -0.2, -0.2], [0.1, -0.1, 0.0], [-0.2, 0.4, -0.2], [0.1, 0.0, 0.0], [0.1, 0.0, 0.1], [0.0, 0.0, -0.1], [0.0, 0.0, 0.0], [-0.1, 0.0, 0.0], [0.0, 0.0, 0.0], [0.1, -0.1, 0.1], [0.0, -0.2, 0.0], [-0.1, 0.0, 0.0], [0.2, -0.1, 0.0], [-0.3, 0.1, 0.0], [0.3, 0.1, -0.1], [0.1, -0.3, 0.2], [-0.1, 0.4, 0.3], [0.0, -0.1, 0.0], [-0.1, -0.1, 0.0], [0.0, 0.1, 0.1], [0.0, 0.0, -0.1], [0.0, 0.1, -0.1], [0.0, 0.0, 0.0], [0.0, -0.2, -0.1], [0.1, -0.1, -0.1]],
  "nbo_charge": [-0.36, -0.15, -0.26, -0.17, -0.26, -0.01, -0.45, 0.03, -0.07, -0.06, 0.20, 0.22, 0.18, 0.18, -0.57, 0.80, -0.51, -0.06, -0.64, -0.75, 0.17, 0.19, 0.21, 0.21, 0.23, 0.24, 0.28, 0.20, -0.57, 0.80, -0.49, -0.07, -0.64, -0.74, 0.16, 0.20, 0.20, 0.21, 0.24, 0.24, 0.24, 0.21, -0.59, 0.81, -0.51, -0.07, -0.64, -0.75, 0.17, 0.19, 0.22, 0.22, 0.22, 0.27, 0.25, 0.21, -0.59, 0.80, -0.50, -0.07, -0.64, -0.74, 0.17, 0.21, 0.19, 0.26, 0.22, 0.24, 0.24, 0.22],
  "e_homo_ev": -5.0,
  "lumo_energy_ha": 0.0853,
  "mol_weight_g_mol": 523.25,
  "charge": -1,
  "gap_ha": 0.2702
}

=====

2.
{
  "formula": "C19H23N3O2",
  "method": "wB97M-V/def2-TZVPD",
  "species": ["C", "H", "H", "H", "O", "C", "O", "C", "C", "C", "C", "C", "C", "H", "H", "H", "N", "H", "H", "C", "N", "C", "C", "N", "C", "C", "C", "C", "C", "C", "H", "H", "H", "H", "H", "C", "C", "H", "H", "H", "H", "H", "H", "H", "H", "H", "H"],
  "xyz": [[3.667, 1.006, 4.665], [4.382, 0.826, 5.325], [4.095, 1.743, 3.792], [2.843, 1.501, 5.061], [3.550, 0.026, 3.955], [2.563, -0.055, 3.079], [1.997, 0.977, 2.883], [2.381, -1.392, 2.287], [2.058, -1.561, 0.970], [1.610, -2.775, 0.512], [1.688, -4.129, 1.316], [2.153, -3.863, 2.655], [2.380, -2.322, 3.217], [2.522, -2.473, 4.201], [2.131, -4.581, 3.296], [1.375, -4.955, 1.120], [1.281, -2.864, -0.720], [0.861, -3.861, -0.967], [0.945, -2.188, -1.419], [1.925, -0.503, 0.090], [0.821, -0.261, -0.715], [0.773, 0.542, -1.625], [-0.537, 0.645, -2.559], [-1.675, 0.933, -1.528], [-2.582, 1.592, -2.360], [-3.069, 1.798, -3.562], [-4.159, 2.589, -3.846], [-5.072, 2.843, -3.168], [-4.845, 2.787, -1.549], [-3.758, 2.213, -1.189], [-3.471, 2.064, -0.265], [-5.404, 3.296, -1.009], [-5.994, 3.425, -3.419], [-4.301, 2.619, -4.932], [-2.320, 1.405, -4.165], [-1.733, -0.084, -0.690], [-0.263, 0.128, 0.086], [-0.613, -0.811, 1.139], [-0.200, 0.990, 0.679], [-2.492, 0.130, 0.145], [-2.017, -0.882, -0.917], [-0.496, 1.347, -3.100], [-0.594, -0.220, -2.942], [1.647, 0.561, -2.286], [1.118, 1.659, -1.325], [2.148, 0.648, 0.470], [2.680, -0.513, -0.683]],
  "forces_ev_per_a": [[2.1, 10.8, -0.8], [3.1, -0.3, 3.3], [-0.4, 0.3, 2.7], [-1.9, 0.5, 0.8], [-1.7, -13.1, -4.9], [0.5, 0.7, -2.5], [-2.1, 0.8, -0.8], [0.8, 3.2, 4.1], [-1.3, -2.3, 1.6], [1.7, -3.1, 4.2], [5.2, 15.1, 6.0], [-1.5, 7.3, -6.0], [-0.8, -8.6, -4.2], [0.8, 1.1, 3.2], [0.2, -4.4, 4.1], [-3.6, -9.6, -3.2], [-3.5, -5.3, -6.6], [1.4, 2.9, 0.4], [0.5, 0.1, 1.5], [3.6, 7.5, -2.7], [-4.1, -8.5, 9.2], [2.4, 11.5, -11.8], [1.5, -3.4, 14.3], [2.8, 4.1, -9.8], [-7.2, 0.9, 8.9], [4.5, -1.3, 1.3], [8.7, -3.9, -12.0], [-12.2, 5.8, 13.5], [2.8, -3.2, -9.4], [3.4, -1.9, -5.7], [1.5, -0.4, 4.8], [-5.5, 4.2, 5.0], [0.9, -0.9, -0.2], [0.0, 0.6, 0.0], [0.4, -0.3, -3.0], [4.0, 11.4, 10.7], [-6.3, -7.4, 3.5], [1.8, 2.4, -2.9], [0.3, 1.7, 0.2], [0.9, 0.1, -0.8], [-3.2, -12.9, -4.4], [0.9, 9.5, -7.6], [-1.1, -6.5, -3.4], [0.2, -1.3, -0.7], [-1.4, -0.8, 0.3], [-0.1, -2.7, 0.3], [1.2, -0.5, -0.4]],
  "nbo_charge": [-0.20, 0.18, 0.13, 0.18, -0.48, 0.78, -0.60, -0.06, -0.24, 0.29, -0.23, -0.12, -0.22, 0.22, 0.16, 0.17, -0.79, 0.38, 0.43, -0.21, -0.53, -0.16, -0.17, -0.45, 0.28, -0.34, -0.26, -0.14, -0.21, -0.20, 0.17, 0.18, 0.20, 0.20, 0.20, -0.16, -0.14, 0.15, 0.21, 0.19, 0.15, 0.17, 0.16, 0.20, 0.11, 0.20, 0.20],
  "e_above_lowest_kcal_mol": 521.2,
  "e_homo_ev": -7.8,
  "lumo_energy_ha": 0.0221,
  "mol_weight_g_mol": 325.41,
  "gap_ha": 0.3072
}

=====

3.
{
  "formula": "C7H11B",
  "method": "wB97M-V/def2-TZVPD",
  "species": ["B", "C", "C", "C", "C", "C", "C", "C", "H", "H", "H", "H", "H", "H", "H", "H", "H", "H", "H"],
  "xyz": [[2.002, -0.211, 0.148], [-0.422, -2.087, 0.122], [-0.952, -0.942, 0.175], [0.798, 0.766, -0.275], [-0.552, 0.470, 0.401], [-1.801, 0.198, -0.403], [3.614, -0.057, 0.114], [-3.172, 0.503, 0.174], [-0.476, -3.173, 0.115], [1.154, 1.931, -0.346], [0.900, 0.378, -1.294], [-0.607, 0.603, 1.444], [-1.696, 0.221, -1.457], [4.091, 0.843, -0.381], [4.132, -0.797, -0.546], [3.746, -0.269, 1.146], [-3.129, 0.249, 1.161], [-4.041, -0.215, -0.256], [-3.590, 1.589, -0.039]],
  "forces_ev_per_a": [[0.3, 1.0, -0.5], [0.9, -1.4, 0.8], [-1.1, 1.2, -1.1], [2.0, 1.7, 1.3], [1.4, -0.7, -2.2], [-0.7, -0.6, 1.5], [-1.2, 0.0, -3.0], [-2.6, 0.4, -4.0], [-0.1, 0.7, -0.4], [-1.0, -2.7, 0.3], [-0.7, 0.1, -0.6], [-0.3, 1.0, 1.1], [0.2, 0.3, -0.9], [-0.9, -0.2, 1.4], [-0.7, -0.3, 1.0], [1.2, 0.1, 1.0], [-0.2, -0.1, 2.9], [2.1, 1.5, 0.7], [1.2, -2.1, 0.7]],
  "nbo_charge": [0.77, -0.16, -0.11, -0.86, -0.25, -0.22, -1.10, -0.59, 0.21, 0.24, 0.25, 0.23, 0.22, 0.23, 0.26, 0.25, 0.21, 0.21, 0.21],
  "e_above_lowest_kcal_mol": 121.9,
  "e_homo_ev": [-6.8, -7.0],
  "lumo_energy_ha": [0.0198, 0.0111],
  "mol_weight_g_mol": 105.98,
  "gap_ha": [0.2711, 0.2696]
}